#i
{
  "formula": "C40H110AsF6N10O10",
  "method": "the ωB97M-V functional and the def2-TZVPD basis",
  "elements": ["As", "F", "F", "F", "F", "F", "F", "C", "C", "C", "O", "C", "N", "H", "H", "H", "H", "H", "H", "H", "H", "H", "H", "H", "C", "C", "C", "O", "C", "N", "H", "H", "H", "H", "H", "H", "H", "H", "H", "H", "H", "C", "C", "C", "O", "C", "N", "H", "H", "H", "H", "H", "H", "H", "H", "H", "H", "H", "C", "C", "C", "O", "C", "N", "H", "H", "H", "H", "H", "H", "H", "H", "H", "H", "H", "C", "C", "C", "O", "C", "N", "H", "H", "H", "H", "H", "H", "H", "H", "H", "H", "H", "C", "C", "C", "O", "C", "N", "H", "H", "H", "H", "H", "H", "H", "H", "H", "H", "H", "C", "C", "C", "O", "C", "N", "H", "H", "H", "H", "H", "H", "H", "H", "H", "H", "H", "C", "C", "C", "O", "C", "N", "H", "H", "H", "H", "H", "H", "H", "H", "H", "H", "H", "C", "C", "C", "O", "C", "N", "H", "H", "H", "H", "H", "H", "H", "H", "H", "H", "H", "C", "C", "C", "O", "C", "N", "H", "H", "H", "H", "H", "H", "H", "H", "H", "H", "H"],
  "positions_angstrom": [[23.651, 4.292, -7.971], [24.652, 4.253, -9.433], [24.596, 5.692, -7.528], [22.642, 4.508, -6.559], [22.808, 2.821, -8.410], [24.849, 3.339, -7.090], [22.512, 5.262, -8.872], [26.290, 1.510, -0.400], [25.730, 1.914, -1.732], [26.166, 3.298, -2.216], [25.386, 3.563, -3.382], [25.974, 4.546, -4.233], [25.987, 0.887, -2.767], [25.734, 0.661, 0.004], [26.275, 2.275, 0.378], [27.316, 1.153, -0.537], [24.642, 1.961, -1.602], [27.218, 3.309, -2.526], [25.957, 4.076, -1.474], [25.257, 4.674, -5.042], [26.970, 4.266, -4.582], [26.044, 5.526, -3.748], [27.000, 0.827, -2.895], [25.744, 1.424, -3.607], [17.999, 3.604, -2.101], [18.935, 4.724, -2.556], [20.350, 4.224, -2.770], [21.189, 5.351, -3.056], [22.525, 5.030, -3.258], [18.451, 5.377, -3.758], [18.303, 3.177, -1.147], [18.120, 2.821, -2.859], [16.960, 3.923, -2.131], [18.982, 5.470, -1.754], [20.410, 3.623, -3.686], [20.779, 3.740, -1.886], [23.147, 5.915, -3.403], [22.704, 4.408, -4.144], [22.956, 4.454, -2.427], [19.101, 6.116, -4.008], [18.586, 4.705, -4.512], [19.648, 6.864, -7.047], [18.908, 5.576, -7.420], [18.932, 5.324, -8.908], [18.397, 6.360, -9.709], [17.001, 6.441, -9.630], [19.607, 4.507, -6.661], [19.565, 7.196, -6.012], [19.258, 7.703, -7.640], [20.716, 6.791, -7.266], [17.879, 5.606, -7.048], [18.406, 4.375, -9.075], [19.974, 5.150, -9.192], [16.734, 7.390, -10.111], [16.607, 6.639, -8.627], [16.458, 5.652, -10.156], [20.403, 4.284, -7.259], [20.134, 4.859, -5.869], [23.929, 6.537, -12.943], [22.937, 7.063, -11.928], [23.190, 8.529, -11.582], [24.492, 8.817, -11.092], [24.709, 8.327, -9.796], [21.577, 6.959, -12.485], [23.751, 7.060, -13.884], [23.927, 5.458, -13.106], [24.966, 6.655, -12.612], [22.911, 6.427, -11.036], [22.411, 8.939, -10.930], [23.170, 9.123, -12.500], [25.762, 8.494, -9.564], [24.480, 7.267, -9.655], [24.095, 8.840, -9.043], [21.437, 6.015, -12.830], [20.901, 7.095, -11.740], [20.440, 3.038, -11.730], [21.689, 2.325, -12.231], [21.560, 1.423, -13.426], [20.560, 0.431, -13.200], [20.199, -0.266, -14.356], [22.684, 3.357, -12.466], [19.644, 2.427, -11.303], [19.931, 3.516, -12.579], [20.711, 3.833, -11.037], [21.966, 1.679, -11.382], [22.468, 0.816, -13.528], [21.390, 2.033, -14.321], [19.429, -0.985, -14.087], [21.066, -0.643, -14.912], [19.739, 0.413, -15.093], [22.870, 3.919, -11.641], [23.594, 2.932, -12.646], [27.772, 0.711, -9.674], [26.482, 1.282, -9.174], [25.324, 0.889, -10.147], [24.761, -0.360, -9.748], [23.620, -0.704, -10.504], [26.207, 0.920, -7.783], [28.517, 0.988, -8.920], [28.039, 0.982, -10.695], [27.779, -0.385, -9.686], [26.491, 2.377, -9.258], [25.737, 0.753, -11.152], [24.450, 1.544, -10.244], [23.650, -1.797, -10.519], [23.660, -0.369, -11.546], [22.706, -0.337, -10.025], [25.682, 1.721, -7.422], [27.075, 0.878, -7.262], [21.888, 1.199, -5.215], [23.184, 0.564, -5.726], [23.562, -0.605, -4.832], [24.760, -1.190, -5.273], [25.192, -2.214, -4.430], [22.967, 0.226, -7.159], [21.937, 1.506, -4.157], [21.024, 0.531, -5.242], [21.633, 2.118, -5.746], [24.018, 1.268, -5.698], [22.756, -1.351, -4.773], [23.631, -0.287, -3.780], [25.329, -1.828, -3.408], [26.197, -2.549, -4.692], [24.467, -3.037, -4.418], [22.016, -0.132, -7.201], [22.925, 1.164, -7.563], [28.010, 0.122, -14.623], [26.913, 0.690, -13.713], [26.222, 1.953, -14.281], [25.589, 2.671, -13.259], [26.257, 3.514, -12.366], [25.925, -0.358, -13.401], [28.418, -0.764, -14.141], [28.761, 0.883, -14.850], [27.613, -0.178, -15.598], [27.393, 0.911, -12.760], [25.429, 1.702, -14.985], [26.959, 2.599, -14.774], [25.528, 4.015, -11.736], [26.772, 4.317, -12.919], [27.055, 3.025, -11.797], [26.235, -0.969, -12.662], [25.616, -0.840, -14.232], [19.157, -3.333, -7.369], [20.193, -2.247, -7.735], [19.554, -0.897, -7.823], [20.400, 0.141, -8.247], [19.718, 1.324, -8.624], [21.189, -2.190, -6.634], [18.760, -3.388, -6.355], [19.631, -4.300, -7.552], [18.300, -3.275, -8.048], [20.716, -2.596, -8.623], [18.813, -0.765, -7.023], [18.830, -1.045, -8.653], [20.444, 2.135, -8.548], [19.050, 1.685, -7.832], [19.253, 1.216, -9.602], [22.017, -2.675, -6.984], [21.034, -2.794, -5.829], [23.662, 8.472, -5.722], [24.864, 8.698, -4.834], [26.095, 8.105, -5.508], [27.153, 8.118, -4.543], [28.478, 7.909, -5.004], [25.040, 10.171, -4.763], [22.769, 8.875, -5.238], [23.366, 7.424, -5.831], [23.842, 8.903, -6.708], [24.600, 8.297, -3.856], [26.337, 8.556, -6.475], [25.951, 7.032, -5.691], [28.749, 8.863, -5.475], [28.678, 7.014, -5.589], [29.096, 7.969, -4.105], [25.874, 10.324, -4.198], [25.321, 10.452, -5.699]],
  "lumo_ev": 2.4,
  "mol_weight_g_mol": 1080.29,
  "total_charge": -1
}

#ii
{
  "formula": "C40H110AsF6N10O10",
  "method": "the ωB97M-V functional and the def2-TZVPD basis",
  "elements": ["As", "F", "F", "F", "F", "F", "F", "C", "C", "C", "O", "C", "N", "H", "H", "H", "H", "H", "H", "H", "H", "H", "H", "H", "C", "C", "C", "O", "C", "N", "H", "H", "H", "H", "H", "H", "H", "H", "H", "H", "H", "C", "C", "C", "O", "C", "N", "H", "H", "H", "H", "H", "H", "H", "H", "H", "H", "H", "C", "C", "C", "O", "C", "N", "H", "H", "H", "H", "H", "H", "H", "H", "H", "H", "H", "C", "C", "C", "O", "C", "N", "H", "H", "H", "H", "H", "H", "H", "H", "H", "H", "H", "C", "C", "C", "O", "C", "N", "H", "H", "H", "H", "H", "H", "H", "H", "H", "H", "H", "C", "C", "C", "O", "C", "N", "H", "H", "H", "H", "H", "H", "H", "H", "H", "H", "H", "C", "C", "C", "O", "C", "N", "H", "H", "H", "H", "H", "H", "H", "H", "H", "H", "H", "C", "C", "C", "O", "C", "N", "H", "H", "H", "H", "H", "H", "H", "H", "H", "H", "H", "C", "C", "C", "O", "C", "N", "H", "H", "H", "H", "H", "H", "H", "H", "H", "H", "H"],
  "positions_angstrom": [[-0.522, 0.412, 0.177], [0.340, -0.827, -0.660], [-1.056, -0.749, 1.349], [-1.352, 1.662, 1.036], [0.033, 1.529, -1.029], [-1.924, 0.108, -0.779], [0.901, 0.747, 1.097], [-3.621, 1.215, 3.575], [-4.595, 0.283, 2.869], [-4.620, 0.610, 1.396], [-5.490, -0.308, 0.745], [-6.035, 0.170, -0.463], [-4.181, -1.111, 3.092], [-3.923, 2.255, 3.413], [-2.634, 1.124, 3.118], [-3.590, 1.022, 4.645], [-5.599, 0.426, 3.279], [-3.627, 0.508, 0.943], [-4.956, 1.640, 1.199], [-6.752, 0.982, -0.299], [-6.531, -0.681, -0.929], [-5.247, 0.480, -1.159], [-3.191, -1.164, 2.857], [-4.636, -1.675, 2.377], [-0.371, 6.561, 6.099], [0.520, 6.318, 4.904], [-0.027, 5.171, 4.079], [0.829, 4.941, 2.987], [0.224, 4.165, 1.966], [0.608, 7.544, 4.101], [-1.417, 6.739, 5.822], [-0.035, 7.456, 6.623], [-0.410, 5.712, 6.784], [1.517, 6.042, 5.252], [-1.036, 5.434, 3.728], [-0.109, 4.248, 4.677], [0.694, 4.351, 1.004], [-0.825, 4.469, 1.830], [0.194, 3.110, 2.242], [-0.292, 7.701, 3.656], [1.256, 7.373, 3.339], [2.764, -3.090, -0.607], [3.979, -3.869, -0.100], [4.382, -4.898, -1.133], [5.653, -5.454, -0.793], [6.105, -6.349, -1.757], [5.083, -2.959, 0.279], [2.347, -2.466, 0.188], [1.948, -3.739, -0.935], [2.996, -2.423, -1.445], [3.615, -4.342, 0.817], [4.416, -4.440, -2.130], [3.669, -5.732, -1.106], [5.977, -5.970, -2.784], [5.578, -7.317, -1.743], [7.166, -6.534, -1.593], [5.385, -2.523, -0.603], [4.586, -2.130, 0.630], [-0.574, -4.522, 2.733], [-2.093, -4.589, 2.646], [-2.744, -4.186, 3.959], [-2.590, -5.230, 4.899], [-3.057, -4.871, 6.171], [-2.494, -3.652, 1.577], [-0.216, -4.944, 3.675], [-0.235, -3.483, 2.709], [-0.105, -5.074, 1.920], [-2.424, -5.580, 2.330], [-3.813, -3.978, 3.817], [-2.261, -3.266, 4.322], [-4.130, -4.640, 6.151], [-2.533, -3.988, 6.568], [-2.854, -5.683, 6.868], [-2.047, -2.757, 1.767], [-3.490, -3.463, 1.546], [-4.410, 3.742, -1.170], [-3.206, 3.063, -1.810], [-3.200, 3.278, -3.313], [-4.167, 2.441, -3.905], [-4.395, 2.771, -5.249], [-1.973, 3.621, -1.279], [-4.273, 3.811, -0.084], [-5.345, 3.187, -1.260], [-4.540, 4.758, -1.549], [-3.319, 1.976, -1.685], [-2.214, 3.022, -3.734], [-3.362, 4.345, -3.530], [-5.157, 2.108, -5.649], [-3.471, 2.645, -5.839], [-4.674, 3.828, -5.351], [-1.224, 2.938, -1.397], [-1.963, 3.616, -0.260], [3.100, 1.315, 6.765], [3.382, 0.791, 5.340], [2.156, 0.947, 4.476], [1.070, 0.301, 5.094], [-0.127, 0.377, 4.327], [4.496, 1.575, 4.737], [2.856, 2.384, 6.727], [3.946, 1.126, 7.424], [2.189, 0.860, 7.161], [3.641, -0.259, 5.494], [2.343, 0.504, 3.492], [1.904, 2.009, 4.315], [-0.139, -0.524, 3.710], [-0.172, 1.246, 3.662], [-0.962, 0.462, 5.017], [4.056, 2.467, 4.516], [5.158, 1.786, 5.477], [-1.549, -5.518, -2.010], [-0.730, -4.254, -1.743], [-0.057, -3.750, -2.995], [0.842, -4.714, -3.474], [1.495, -4.276, -4.644], [-1.619, -3.233, -1.204], [-0.992, -6.287, -2.544], [-2.444, -5.267, -2.591], [-1.918, -5.947, -1.073], [0.079, -4.572, -1.065], [0.464, -2.818, -2.717], [-0.814, -3.481, -3.748], [2.194, -5.067, -4.915], [2.018, -3.331, -4.468], [0.784, -4.153, -5.471], [-1.106, -2.370, -1.054], [-1.903, -3.575, -0.279], [-2.376, -0.285, -4.321], [-3.682, -0.996, -3.978], [-3.867, -2.208, -4.890], [-3.822, -1.956, -6.276], [-4.869, -1.152, -6.750], [-3.761, -1.487, -2.598], [-1.561, -1.020, -4.335], [-2.125, 0.462, -3.568], [-2.401, 0.132, -5.330], [-4.550, -0.346, -4.121], [-4.798, -2.732, -4.610], [-3.095, -2.942, -4.630], [-5.815, -1.714, -6.764], [-4.631, -0.892, -7.782], [-5.005, -0.232, -6.180], [-3.027, -2.192, -2.450], [-3.461, -0.722, -1.995], [4.273, 2.149, 0.971], [4.935, 0.777, 0.861], [6.431, 0.908, 0.823], [6.814, 1.541, -0.383], [8.103, 1.206, -0.813], [4.554, -0.096, 2.003], [4.766, 2.847, 0.288], [4.378, 2.549, 1.981], [3.214, 2.110, 0.705], [4.590, 0.319, -0.070], [6.874, -0.096, 0.877], [6.817, 1.482, 1.678], [8.870, 1.727, -0.217], [8.225, 1.522, -1.848], [8.311, 0.130, -0.757], [3.558, 0.118, 2.056], [4.891, 0.382, 2.846], [3.115, 1.739, -2.652], [2.987, 2.138, -4.107], [1.519, 2.340, -4.450], [1.408, 2.888, -5.744], [0.086, 3.031, -6.154], [3.786, 3.347, -4.353], [2.444, 0.898, -2.449], [2.895, 2.515, -1.916], [4.129, 1.396, -2.438], [3.407, 1.326, -4.706], [1.050, 3.002, -3.709], [1.014, 1.362, -4.413], [0.022, 3.678, -7.027], [-0.562, 3.483, -5.383], [-0.395, 2.062, -6.366], [3.480, 4.077, -3.719], [3.609, 3.667, -5.298]],
  "lumo_ev": 2.3,
  "mol_weight_g_mol": 1080.29,
  "total_charge": -1
}

Short version: #i is the least stable of them.